The following is a quantum chemistry calculation of the molecule C4H8N2O2, from OMol25.

```
16
Properties=species:S:1:pos:R:3:forces:R:3
C 2.184 1.020 -0.032 0.40 1.05 -1.03
N -0.875 0.409 1.103 0.17 -0.04 -0.09
C -1.403 -0.278 -0.019 0.85 1.21 -0.54
C -0.856 -1.519 -0.373 -0.39 -0.42 -0.90
C -0.168 0.920 -0.111 -2.03 0.10 0.18
O -2.658 0.020 -0.529 0.09 0.11 0.34
O -0.302 -2.308 0.556 0.49 -0.16 0.27
N 0.984 0.509 -0.655 0.89 -2.10 1.41
H -2.803 0.967 -0.410 -0.04 -0.09 -0.03
H 0.131 -3.067 0.139 -0.09 0.27 0.09
H -0.275 -0.203 1.652 -0.01 0.05 -0.02
H -1.046 -1.950 -1.349 -0.06 0.06 0.04
H -0.521 1.939 -0.329 0.12 0.07 0.31
H 3.043 0.494 -0.461 -0.07 0.19 0.04
H 2.271 0.949 1.063 -0.54 -0.31 -0.10
H 2.293 2.097 -0.246 0.22 0.03 0.03
```
Forces are in eV/Å.

orbital gap (spin up / spin down) = 8.45 / 6.11 eV
strongest force on any atom = 2.682 eV/Å
E_LUMO (spin up / spin down) = 0.3347 / -0.7859 eV
molecular weight = 116.12 g mol⁻¹

Here are the Mulliken charges for atoms 1 to 2, given in e:
1. C -0.78
2. N -0.55